# 1
Below is a structure of composition C33H32BrIrN4O6 in a non-equilibrium geometry, with properties calculated with ωB97M-V with the def2-TZVPD basis set.

Computed properties:
HOMO level (spin up / spin down) = -11.58 / -11.56 eV
Multiplicity = 5
⟨S²⟩ = 6.01
Charge = +2

Each line ends with the Löwdin spin population.
Cartesian coordinates (Å):
Ir 2.7113 0.3580 -0.4403  3.01
C 1.4688 0.3863 2.7179  0.00
O 2.5953 0.9668 2.0746  0.08
C 2.9857 2.2510 2.5356  0.00
C 2.8212 3.2699 1.4267  0.00
O 3.4045 2.8519 0.1941  0.06
C 4.7869 3.1556 -0.0029  0.00
C 5.6880 2.0241 0.4088  0.00
O 5.3129 0.8655 -0.3139  0.06
C 6.2419 -0.2002 -0.0919  0.00
H 1.5484 0.4823 3.8020  0.00
H 1.4708 -0.6685 2.4496  0.00
H 0.5353 0.8556 2.3841  0.00
H 4.0248 2.1879 2.8620  0.00
H 2.3865 2.5596 3.3964  0.00
H 3.2414 4.2331 1.7299  0.00
H 1.7582 3.4130 1.2173  0.00
H 5.0526 4.0699 0.5335  0.00
H 4.9033 3.3317 -1.0733  0.00
H 5.6427 1.8293 1.4857  0.00
H 6.7193 2.2999 0.1626  0.00
H 7.2632 0.1783 -0.1590  0.00
H 6.0840 -0.9344 -0.8745  0.00
H 6.0799 -0.6501 0.8906  0.00
C -11.1273 -0.2533 0.1862  0.00
O -10.2897 0.8951 -0.0758  0.00
C -8.9941 0.7736 -0.1499  0.00
C -8.2865 1.9828 -0.4141  0.00
C -6.9348 1.9692 -0.5117  0.00
C -6.2101 0.7540 -0.3515  0.00
C -6.9327 -0.4451 -0.0876  0.00
C -8.2910 -0.4452 0.0122  0.00
C -4.8080 0.6819 -0.4463  0.00
N -4.0897 -0.4485 -0.2997  0.00
C -2.8173 -0.1022 -0.4607  0.00
C -2.7015 1.2805 -0.7200  0.00
N -3.9652 1.7519 -0.7070  0.00
C -1.4490 1.9300 -0.9580  0.00
C -1.3055 3.2722 -1.3241  0.01
C -0.0456 3.7571 -1.5750  0.00
C 1.0440 2.9101 -1.3919  0.03
N 0.9283 1.6416 -1.0045  0.10
C -0.3021 1.1242 -0.8429  0.01
C -0.4070 -0.3266 -0.6157  0.01
N 0.7350 -1.0232 -0.6689  0.14
C 0.6727 -2.3425 -0.5738  0.01
C -0.5218 -3.0387 -0.3803  0.01
C -1.6982 -2.3331 -0.3020  0.00
C -1.6465 -0.9436 -0.4398  0.00
H -12.1391 0.1332 0.1976  0.00
H -10.8754 -0.6803 1.1552  0.00
H -11.0114 -0.9840 -0.6122  0.00
H -8.8620 2.8903 -0.5316  0.00
H -6.4224 2.9010 -0.7132  0.00
H -6.3742 -1.3625 0.0313  0.00
H -8.8208 -1.3646 0.2108  0.00
H -4.2505 2.7062 -0.8529  0.00
H -2.1691 3.9168 -1.4286  0.00
H 0.1172 4.7762 -1.8938  0.00
H 2.0512 3.2691 -1.5377  0.00
H 1.6007 -2.8874 -0.6545  0.00
H -0.5000 -4.1159 -0.2995  0.00
H -2.6510 -2.8238 -0.1560  0.00
Br 2.8140 -4.0983 1.9899  0.01
C 4.0367 -4.3598 0.5645  0.00
C 4.6163 -5.6180 0.4920  0.00
C 5.4745 -5.9305 -0.5498  0.00
C 5.7424 -4.9953 -1.5394  0.00
C 5.1557 -3.7469 -1.4690  0.01
C 4.3109 -3.3986 -0.4114  0.01
C 3.7668 -2.0147 -0.4147  0.03
O 3.7282 -1.3667 -1.5018  0.18
O 3.3188 -1.4749 0.6415  0.19
H 4.3882 -6.3514 1.2523  0.00
H 5.9248 -6.9133 -0.5891  0.00
H 6.4022 -5.2397 -2.3601  0.00
H 5.3438 -3.0050 -2.2328  0.00



# 2
Below is a cluster of 6 separate species, C3H18O6 in total in a non-equilibrium geometry, with properties calculated with ωB97M-V with the def2-TZVPD basis set.

Computed properties:
SMILES = CO.CO.CO.O.O.O
HOMO level = -9.86 eV
Multiplicity = 1

Each line ends with the Löwdin charge.
Cartesian coordinates (Å):
C -1.9532 3.9502 0.0841  -0.10
O -1.8593 2.6658 0.8001  -0.14
H -2.2783 3.7926 -0.9442  0.08
H -2.6458 4.6872 0.4906  0.08
H -0.9584 4.3944 0.1194  0.08
H -1.2224 2.8652 1.4901  0.08
C 3.8162 -1.5607 -0.9619  -0.23
O 4.7971 -1.5517 -1.8762  -0.10
H 3.3885 -0.5586 -0.9932  0.07
H 3.0827 -2.2443 -1.3896  0.08
H 4.1067 -1.7812 0.0653  0.09
H 4.4402 -1.3624 -2.7470  0.09
C 1.1205 -2.6691 1.3374  -0.19
O 1.8080 -1.4936 1.5546  -0.10
H 1.5378 -3.3758 0.6201  0.07
H 1.1551 -3.2979 2.2271  0.08
H 0.1640 -2.4636 0.8567  0.07
H 1.2967 -0.8736 1.0295  0.05
O -4.1044 0.7032 0.3372  -0.04
H -4.6014 0.7833 1.1514  0.06
H -3.3201 1.2325 0.4818  0.00
O -2.6430 -1.4921 -0.5723  -0.06
H -3.0700 -0.6426 -0.4616  -0.03
H -1.8659 -1.4445 -0.0154  0.00
O -0.1551 0.2015 -0.8540  -0.03
H 0.6317 0.5745 -1.2517  0.04
H -0.6680 0.9612 -0.5784  0.01



# 3
Below is a structure of composition C30H46O3P2Ru in a non-equilibrium geometry, with properties calculated with ωB97M-V with the def2-TZVPD basis set.

Computed properties:
HOMO level (spin up / spin down) = -11.75 / -12.07 eV
Multiplicity = 5
⟨S²⟩ = 6.10
Charge = +2

Each line ends with the Löwdin spin population.
Cartesian coordinates (Å):
Ru 0.4880 1.5472 -0.0634  1.71
C 1.8927 0.6104 2.5133  0.05
C 2.3858 1.2292 1.2895  -0.04
C 0.5805 2.4531 2.0630  0.07
C 0.8379 1.3687 2.9955  -0.01
C 1.7535 2.5202 1.2049  0.01
C 2.5333 -0.5143 3.2512  0.01
H 3.2773 -1.0657 2.6655  0.00
H 1.7946 -1.2544 3.5922  0.00
H 3.0546 -0.1670 4.1640  0.00
C 0.1571 1.2175 4.3058  0.00
H 0.5987 0.4194 4.9140  0.00
H -0.9034 0.9834 4.1451  0.00
H 0.1969 2.1478 4.8926  0.00
C -0.4334 3.4964 2.2789  0.03
H -0.5476 3.6963 3.3501  0.01
H -1.4007 3.1421 1.9029  0.01
H -0.1534 4.4099 1.7493  0.00
C 2.0303 3.5471 0.1837  0.05
H 2.7746 4.2512 0.5688  0.01
H 1.1270 4.1036 -0.1325  0.01
H 2.4198 3.0838 -0.7429  0.01
C 3.7629 0.9873 0.8035  -0.01
H 4.3955 1.8075 1.1886  0.00
H 3.8542 0.9839 -0.2871  0.00
H 4.2006 0.0555 1.1820  0.00
C 0.0709 -2.2876 0.2916  0.42
C 1.2798 -2.8597 0.0997  0.34
C 2.4124 -2.0024 -0.5438  0.06
C 2.0341 -1.0314 -1.7436  0.01
C 1.1476 0.2126 -1.7181  0.03
C -0.2360 0.2101 -2.3183  0.02
C -1.2261 -0.4436 -1.3026  0.04
C -0.9704 -1.8766 -0.7417  0.06
H 3.2021 -2.6530 -1.0232  0.01
H 1.6519 -1.6949 -2.5682  0.00
H 2.9883 -1.3332 0.1523  0.01
H -0.8157 -2.5957 -1.6200  0.00
H -0.0513 -1.6254 1.2001  0.02
H 1.5254 -3.8090 0.6144  0.03
H -1.9124 -2.0617 -0.2091  0.01
H -1.3568 0.3232 -0.4990  0.01
H -0.5253 1.2809 -2.3255  0.00
H -2.2292 -0.4357 -1.7801  0.00
H 2.9855 -0.6756 -2.2272  0.00
H 1.7336 0.9887 -2.2480  0.01
P -0.0031 -2.8257 -3.3138  0.00
C -1.1091 -4.2853 -3.4813  0.00
C 1.4409 -3.5127 -4.2370  0.00
P -0.3113 0.0270 -4.1280  0.01
C -0.7804 -1.6771 -4.5258  0.00
C 1.2961 0.2786 -4.8638  0.00
C -1.4739 1.0985 -4.9447  0.00
H -2.1672 -3.9777 -3.4422  0.00
H -0.8661 -5.0067 -2.6849  0.00
H -0.8801 -4.7262 -4.4728  0.00
H 1.0115 -3.9920 -5.1357  0.00
H 1.9159 -4.2714 -3.5958  0.00
H 2.1653 -2.7343 -4.5298  0.00
H -1.7394 0.6579 -5.9188  0.00
H -0.9822 2.0684 -5.1087  0.00
H -2.3860 1.2351 -4.3443  0.00
H -1.8818 -1.8063 -4.5221  0.00
H -0.4030 -1.9670 -5.5307  0.00
H 1.4090 1.3565 -5.0112  0.00
H 1.3277 -0.2141 -5.8381  0.00
H 2.1186 -0.0851 -4.2465  0.00
O -3.2396 -1.4244 4.1848  0.34
C -3.3880 -0.1546 4.3919  0.08
C -3.6670 0.3804 5.6785  0.16
C -3.7280 1.7416 5.8904  -0.02
C -3.6660 2.6526 4.8132  0.23
C -3.4524 2.1565 3.5136  0.01
C -3.2400 0.8003 3.3051  0.13
C -2.7460 0.3579 1.9838  0.02
O -2.3562 1.1569 1.1427  0.04
O -2.7528 -0.9588 1.7847  0.00
H -2.9802 -1.3965 2.7074  0.00
H -3.8151 -0.3242 6.4970  0.01
H -3.8400 2.1331 6.9002  0.00
H -3.7922 3.7223 4.9625  0.01
H -3.4237 2.8262 2.6520  0.00



# 4
Below is a cluster of 2 separate species, C4H12 in total in a non-equilibrium geometry, with properties calculated with ωB97M-V with the def2-TZVPD basis set.

Computed properties:
SMILES = CC.CC
HOMO level = -11.30 eV
Multiplicity = 1

Each line ends with the Löwdin charge.
Cartesian coordinates (Å):
C 1.9699 -0.4265 0.8555  -0.15
C 2.8456 0.3486 -0.1847  -0.16
H 0.9336 -0.1075 0.7484  0.03
H 2.2326 0.0241 1.8224  0.06
H 2.2024 -1.4861 0.8305  0.06
H 2.2226 0.8350 -0.9409  0.05
H 3.4386 1.0985 0.3271  0.05
H 3.4924 -0.3618 -0.7053  0.06
C -2.8248 -0.1557 0.2628  -0.17
C -1.9404 0.1378 -0.9405  -0.17
H -3.4903 0.6834 0.5058  0.06
H -2.2534 -0.2987 1.1714  0.05
H -3.5490 -0.9796 0.1957  0.06
H -2.0130 -0.5810 -1.7666  0.06
H -2.3360 0.9510 -1.5681  0.06
H -0.9307 0.3185 -0.6132  0.03



# 5
Below is an isolated molecule of C19H24N4O2 in a non-equilibrium geometry, with properties calculated with ωB97M-V with the def2-TZVPD basis set.

Computed properties:
SMILES = Cc1ccc(/C=N/NC(=O)CN2CCN(Cc3ccccc3)CC2)o1
HOMO level = -7.81 eV
Multiplicity = 1

Each line ends with the Löwdin charge.
Cartesian coordinates (Å):
C -5.0968 2.7370 -6.3292  -0.01
C -4.4791 1.7661 -5.3901  -0.33
C -4.9753 0.6307 -4.8062  -0.02
C -3.9423 0.1106 -4.0040  -0.01
C -2.8735 0.9659 -4.1492  -0.25
C -1.5576 0.9640 -3.5872  -0.06
N -1.2234 0.0245 -2.7860  0.08
N 0.0016 -0.0444 -2.2066  0.03
C 1.0861 0.7843 -2.2933  -0.45
O 1.1389 1.7695 -2.9917  0.08
C 2.2458 0.3299 -1.4071  -0.12
N 2.2474 1.0813 -0.1636  -0.16
C 3.4658 0.9377 0.6090  -0.17
C 3.5554 -0.3979 1.3573  -0.18
N 2.4028 -0.5400 2.2268  -0.17
C 2.4706 -1.7315 3.0540  -0.16
C 1.4120 -1.7095 4.1230  -0.23
C 0.6374 -2.8282 4.3936  -0.05
C -0.3247 -2.7926 5.3889  -0.09
C -0.5262 -1.6342 6.1181  -0.10
C 0.2405 -0.5116 5.8504  -0.08
C 1.2056 -0.5502 4.8616  -0.04
C 1.1782 -0.4872 1.4503  -0.17
C 1.1091 0.8507 0.7057  -0.16
O -3.2105 1.9713 -4.9958  0.09
H -6.1118 2.4299 -6.5618  0.08
H -5.1155 3.7323 -5.8867  0.09
H -4.5182 2.7933 -7.2504  0.09
H -5.9575 0.2244 -4.9382  0.11
H -3.9614 -0.7691 -3.3958  0.11
H -0.9108 1.7849 -3.8839  0.12
H 0.0618 -0.8519 -1.5992  0.13
H 3.1678 0.5824 -1.9368  0.13
H 2.2083 -0.7651 -1.2719  0.11
H 4.3271 1.0569 -0.0507  0.12
H 3.4746 1.7469 1.3443  0.12
H 4.4592 -0.4066 1.9714  0.12
H 3.6281 -1.2331 0.6344  0.12
H 2.3791 -2.6559 2.4527  0.13
H 3.4564 -1.7434 3.5326  0.13
H 0.7878 -3.7351 3.8241  0.11
H -0.9201 -3.6709 5.5917  0.10
H -1.2791 -1.6053 6.8920  0.10
H 0.0853 0.3955 6.4164  0.10
H 1.8044 0.3201 4.6406  0.11
H 0.3294 -0.5696 2.1323  0.12
H 1.1213 -1.3326 0.7354  0.12
H 0.1850 0.9220 0.1307  0.11
H 1.1113 1.6537 1.4479  0.13



# 6
Below is a cluster of 9 separate species, H18O9 in total, with properties calculated with ωB97M-V with the def2-TZVPD basis set.

Computed properties:
SMILES = O.O.O.O.O.O.O.O.O
HOMO level = -11.04 eV
Multiplicity = 1

Each line ends with the Löwdin charge.
Cartesian coordinates (Å):
O -4.2913 0.5236 3.0614  -0.05
H -3.6147 0.6273 3.7304  0.03
H -4.0042 1.0843 2.3407  0.02
O 3.7400 1.0609 1.9215  -0.05
H 3.8240 0.9242 0.9779  0.02
H 2.7963 1.1103 2.0738  0.02
O 0.1532 -4.5138 1.2706  -0.05
H 0.3790 -4.3252 2.1815  0.02
H -0.4874 -3.8417 1.0380  0.02
O -0.6568 -0.2779 0.1627  -0.05
H -1.1514 0.5114 -0.0580  0.03
H -0.1535 -0.4744 -0.6274  0.02
O -0.0803 0.9255 -3.4720  -0.04
H -1.0024 0.8831 -3.7254  0.04
H 0.2101 1.7886 -3.7667  0.04
O 1.4562 -2.3231 -4.2342  -0.05
H 0.7610 -1.6917 -4.0493  0.01
H 1.4722 -2.3897 -5.1889  0.03
O 3.7678 0.6746 -2.0070  -0.05
H 3.1361 0.2134 -2.5588  0.02
H 4.6207 0.4485 -2.3781  0.03
O 0.4532 -1.5674 3.7239  -0.05
H -0.0735 -1.2180 3.0050  0.02
H 0.3684 -0.9174 4.4214  0.03
O -3.8918 3.8660 0.7512  -0.05
H -4.5344 4.5084 1.0520  0.03
H -3.1964 4.3901 0.3538  0.03